{"formula": "C26H32N3", "method": "the ωB97M-V functional and the def2-TZVPD basis", "total_energy_ev": -31945.8595, "e_above_lowest_kcal_mol": 0.4, "homo_ev": -10.74, "charge": 1, "orbital_gap_ev": 7.26, "lumo_ev": -3.480, "molar_mass_g_mol": 386.56, "species": ["C", "N", "C", "C", "C", "C", "C", "N", "C", "C", "C", "C", "C", "C", "C", "C", "C", "C", "C", "C", "C", "H", "H", "H", "H", "H", "H", "H", "H", "H", "H", "H", "H", "H", "H", "H", "H", "H", "C", "C", "C", "C", "C", "C", "C", "N", "H", "H", "H", "H", "H", "H", "H", "H", "H", "H", "H", "H", "H", "H", "H"], "xyz": [[-1.27, 0.71, -4.93], [-1.03, 0.69, -3.50], [0.19, 0.60, -2.92], [0.08, 0.80, -1.54], [1.11, 0.69, -0.55], [1.34, 1.71, 0.40], [0.47, 2.74, 0.82], [0.90, 3.25, 2.01], [0.19, 4.25, 2.79], [2.11, 2.64, 2.37], [2.45, 1.73, 1.35], [3.60, 0.97, 1.50], [4.29, 1.02, 2.72], [3.86, 1.83, 3.78], [2.76, 2.70, 3.60], [-1.34, 1.02, -1.27], [-2.00, 0.93, -2.52], [-3.37, 0.94, -2.67], [-4.14, 1.02, -1.50], [-3.52, 1.14, -0.24], [-2.11, 1.15, -0.11], [-2.34, 0.62, -5.10], [-0.91, 1.66, -5.36], [-0.73, -0.13, -5.39], [1.10, 0.45, -3.48], [1.96, 0.05, -0.78], [-0.42, 3.12, 0.32], [0.56, 4.23, 3.82], [0.33, 5.25, 2.37], [-0.88, 4.00, 2.79], [3.94, 0.35, 0.66], [5.17, 0.39, 2.86], [4.37, 1.78, 4.73], [2.41, 3.33, 4.40], [-3.82, 0.87, -3.66], [-5.23, 0.99, -1.55], [-4.13, 1.21, 0.65], [-1.64, 1.29, 0.86], [-1.42, -4.30, -0.96], [-1.22, -3.07, -0.06], [-2.50, -2.25, -0.01], [0.04, -2.32, -0.50], [1.30, -3.21, -0.27], [2.14, -2.51, 0.81], [1.14, -1.57, 1.50], [0.33, -1.12, 0.34], [-1.55, -3.99, -2.00], [-0.57, -5.00, -0.90], [-2.32, -4.85, -0.64], [-1.04, -3.43, 0.98], [-2.68, -1.74, -0.97], [-3.35, -2.92, 0.18], [-2.48, -1.50, 0.80], [-0.07, -2.01, -1.54], [1.00, -4.21, 0.08], [1.83, -3.35, -1.22], [2.63, -3.22, 1.50], [2.89, -1.87, 0.34], [0.50, -2.20, 2.18], [1.60, -0.72, 2.05], [-0.50, -0.62, 0.61]]}